[1]
A structure of composition C32H38Cl3FN8O3SSiZr. Source: OMol25; level of theory: ωB97M-V/def2-TZVPD.

```
88
C32H38Cl3FN8O3SSiZr, DFT ωB97M-V/def2-TZVPD
Zr 0.733 0.743 0.238
C 1.486 -6.891 2.844
C 1.220 -6.458 1.411
N 1.482 -5.023 1.201
C 0.450 -4.172 1.227
C 0.557 -2.820 1.046
C -0.702 -2.000 1.072
O -1.695 -2.418 1.639
O -0.618 -0.866 0.458
C 1.836 -2.241 0.848
O 2.056 -1.002 0.698
C 2.958 -3.158 0.838
C 4.250 -2.660 0.627
C 5.309 -3.515 0.582
F 6.530 -3.016 0.323
C 5.163 -4.904 0.766
C 3.882 -5.389 0.985
C 2.769 -4.539 1.007
N 6.252 -5.790 0.741
C 7.625 -5.326 0.928
C 8.522 -6.546 1.166
N 7.706 -7.627 1.813
C 6.671 -8.174 0.857
C 6.184 -7.022 -0.027
H 1.276 -7.954 2.953
H 0.836 -6.350 3.531
H 2.518 -6.709 3.143
H 0.176 -6.626 1.156
H 1.806 -7.023 0.687
H -0.532 -4.596 1.399
H 4.395 -1.598 0.467
H 3.758 -6.446 1.167
H 7.659 -4.660 1.791
H 8.024 -4.780 0.071
H 9.364 -6.301 1.810
H 8.907 -6.967 0.239
H 7.230 -7.231 2.627
H 8.307 -8.380 2.152
H 5.871 -8.594 1.463
H 7.138 -8.969 0.279
H 5.168 -7.218 -0.356
H 6.798 -6.948 -0.931
N 0.801 -0.344 -1.824
C 1.181 0.373 -3.029
C 0.345 0.313 -4.133
C 0.682 0.989 -5.296
C 1.861 1.717 -5.351
C 2.691 1.769 -4.242
C 2.370 1.103 -3.061
C 3.253 1.232 -1.872
C 4.638 1.276 -2.031
C 5.473 1.491 -0.942
C 4.935 1.692 0.322
C 3.556 1.648 0.476
C 2.695 1.388 -0.596
H -0.141 -0.753 -1.954
H 1.434 -1.129 -1.681
H -0.569 -0.267 -4.074
H 0.027 0.943 -6.155
H 2.129 2.254 -6.251
H 3.591 2.369 -4.278
H 5.070 1.134 -3.013
H 6.545 1.516 -1.086
H 5.578 1.895 1.168
H 3.159 1.798 1.482
Cl -2.716 4.380 0.274
Si -2.040 2.513 0.787
Cl 0.278 3.128 1.284
Cl -1.091 1.946 -1.258
N 1.549 1.142 3.448
N 0.631 0.444 2.596
H 1.283 1.014 4.419
H 1.459 2.131 3.240
H -0.348 0.614 2.848
H 0.801 -0.547 2.744
C -3.877 0.435 -3.565
N -3.873 0.160 -2.141
C -4.598 0.864 -1.194
C -4.349 0.292 0.002
N -3.476 -0.752 -0.230
C -3.166 -0.833 -1.542
S -2.138 -1.918 -2.326
H -4.848 0.833 -3.848
H -3.690 -0.492 -4.099
H -3.098 1.155 -3.822
H -5.243 1.682 -1.461
H -4.729 0.521 0.980
H -3.042 -1.324 0.488
```

Output
**Net charge**: +2
**Kohn-Sham gap**: 5.89 eV
**Strongest force on any atom**: 0.66 eV/A
**Highest occupied orbital energy**: -11.220 eV
**Energy relative to the best compared isomer or geometry (same formula, charge and spin)**: 38.6 kJ/mol

[2]
A structure of composition C22H16N5O5SV in a non-equilibrium geometry. Source: OMol25; level of theory: ωB97M-V/def2-TZVPD.

```
50
C22H16N5O5SV, DFT ωB97M-V/def2-TZVPD
V 0.542 0.988 -0.242
C 0.235 0.476 4.057
C 0.194 0.945 2.651
N 0.859 0.416 1.676
N 1.693 -0.631 1.848
C 2.171 -0.951 0.677
O 1.741 -0.208 -0.329
C 3.109 -2.030 0.438
C 3.279 -3.056 1.368
C 4.147 -4.092 1.083
C 4.852 -4.103 -0.115
C 4.694 -3.074 -1.035
C 3.815 -2.042 -0.768
C -0.621 2.053 2.174
C -1.400 2.902 2.942
C -2.081 3.928 2.310
C -1.981 4.065 0.931
C -1.204 3.167 0.229
N -0.531 2.196 0.842
H 0.925 -0.356 4.153
H -0.763 0.160 4.367
H 0.545 1.289 4.716
H 2.725 -3.026 2.296
H 4.274 -4.899 1.792
H 5.532 -4.916 -0.333
H 5.249 -3.082 -1.962
H 3.681 -1.235 -1.476
H -1.462 2.759 4.012
H -2.682 4.623 2.879
H -2.496 4.857 0.408
H -1.095 3.232 -0.849
O -2.950 0.694 0.495
C -2.382 0.137 -0.417
N -1.019 -0.121 -0.448
S -0.540 -0.608 -1.952
O 0.204 -1.821 -1.950
O 0.162 0.603 -2.409
C -2.160 -0.776 -2.639
C -2.582 -1.279 -3.851
C -3.952 -1.312 -4.081
C -4.852 -0.864 -3.118
C -4.411 -0.375 -1.896
C -3.047 -0.340 -1.664
H -1.876 -1.638 -4.588
H -4.319 -1.697 -5.022
H -5.914 -0.907 -3.321
H -5.096 -0.036 -1.131
O 2.926 4.208 -1.332
C 2.270 3.335 -0.929
N 1.592 2.441 -0.486
```

Output
**Net charge**: +1
**Multiplicity**: 2
**Kohn-Sham gap (spin up / spin down)**: 7.11 / 7.12 eV
**Strongest force on any atom**: 2.77 eV/A
**Highest occupied orbital energy (spin up / spin down)**: -11.747 / -11.749 eV
**Energy relative to the best compared isomer or geometry (same formula, charge and spin)**: 12.1 kJ/mol

[3]
A cluster of 2 separate species, C5H14N2O2 in total. Source: OMol25; level of theory: ωB97M-V/def2-TZVPD.

```
23
C5H14N2O2, DFT ωB97M-V/def2-TZVPD
C 1.413 -0.784 -0.894
C 1.686 -1.951 1.186
N 1.041 -0.842 0.509
C -2.043 0.281 -0.259
O -3.388 0.359 -0.373
O -1.647 -0.836 0.346
H -3.766 -0.442 0.012
H 1.163 -1.727 -1.377
H 1.342 -2.002 2.217
H 0.841 0.022 -1.359
H 2.484 -0.590 -1.028
H 1.419 -2.880 0.687
H 2.783 -1.863 1.185
C 1.323 0.421 1.173
C -1.668 2.340 -1.331
N -1.221 1.141 -0.666
H -0.644 -0.865 0.426
H -2.722 2.314 -1.614
H -1.491 3.201 -0.667
H 2.387 0.678 1.136
H 1.023 0.352 2.218
H 0.740 1.197 0.686
H -1.055 2.478 -2.212
```

Output
**SMILES string**: CN=C(O)O.CN(C)C
**Kohn-Sham gap**: 9.91 eV
**Strongest force on any atom**: 0.73 eV/A
**Highest occupied orbital energy**: -9.085 eV
**Energy relative to the best compared isomer or geometry (same formula, charge and spin)**: 113.5 kJ/mol

[4]
A cluster of 2 separate species, C4H4NO in total in a non-equilibrium geometry. Source: OMol25; level of theory: ωB97M-V/def2-TZVPD.

```
10
C4H4NO, DFT ωB97M-V/def2-TZVPD
C -0.071 -0.063 0.776
C 0.667 2.455 -2.389
C -0.473 0.999 1.367
C 0.028 -2.422 0.032
N -0.017 -1.200 0.371
O 0.837 3.206 -3.217
H -0.440 1.877 0.699
H -0.699 1.256 2.442
H 0.294 -2.890 -0.923
H -0.127 -3.218 0.842
```

Output
**Net charge**: +1
**Kohn-Sham gap**: 9.74 eV
**Strongest force on any atom**: 2.88 eV/A
**Highest occupied orbital energy**: -16.051 eV
**Energy relative to the best compared isomer or geometry (same formula, charge and spin)**: 72.4 kJ/mol